# 1
{"formula": "CH2N3P", "method": "wB97M-V/def2-TZVPD", "homo_energy_ev": -10.0587, "orbital_gap_ev": 9.1, "relative_energy_ev": 3.418, "charge": 0, "e_lumo_ev": -1.00, "energy_ha": -544.74305, "symbols": ["C", "N", "N", "N", "P", "H", "H"], "coordinates": [[-0.680, -0.666, 0.549], [-0.824, -0.045, -0.460], [-0.727, -1.190, 1.598], [1.620, 0.680, 0.024], [0.626, 0.575, -1.080], [0.009, -0.409, 1.559], [-0.024, 1.055, -2.190]], "nbo_charge": [0.55, -0.87, -0.50, -0.98, 1.38, 0.43, -0.01]}


# 2
{"formula": "C27H31CeIN5O7", "method": "wB97M-V/def2-TZVPD", "homo_energy_ev": [-7.8360, -7.8447], "orbital_gap_ev": [7.4, 7.4], "spin_multiplicity": 2, "s_squared": 0.7506, "charge": 0, "e_lumo_ev": [-0.40, -0.40], "energy_ha": -2620.96577, "symbols": ["Ce", "O", "C", "C", "C", "C", "C", "C", "C", "O", "N", "N", "C", "C", "C", "C", "C", "C", "C", "O", "H", "H", "H", "H", "H", "H", "H", "H", "H", "H", "N", "C", "O", "C", "I", "H", "H", "H", "H", "C", "C", "C", "C", "N", "N", "H", "H", "H", "H", "H", "H", "H", "H", "H", "H", "H", "H", "O", "C", "C", "C", "C", "C", "C", "C", "O", "O", "H", "H", "H", "H", "H"], "coordinates": [[0.550, -0.315, -0.510], [0.214, 0.072, 4.114], [1.500, 0.285, 4.500], [1.740, 0.434, 5.866], [3.022, 0.656, 6.322], [4.088, 0.730, 5.426], [3.842, 0.590, 4.076], [2.552, 0.370, 3.583], [2.305, 0.277, 2.120], [1.107, -0.134, 1.767], [3.253, 0.620, 1.307], [2.841, 0.505, -0.033], [3.741, 0.823, -0.896], [3.629, 0.803, -2.355], [4.840, 0.946, -3.045], [4.895, 0.883, -4.425], [3.714, 0.680, -5.131], [2.498, 0.553, -4.485], [2.425, 0.622, -3.090], [1.276, 0.515, -2.455], [0.283, -0.130, 3.154], [0.901, 0.362, 6.545], [3.203, 0.766, 7.383], [5.096, 0.894, 5.779], [4.648, 0.652, 3.357], [4.717, 1.106, -0.499], [5.745, 1.091, -2.468], [5.840, 0.982, -4.939], [3.739, 0.620, -6.212], [1.584, 0.403, -5.043], [-0.334, 2.727, 2.102], [-0.076, 2.904, 0.807], [-0.229, 2.000, -0.022], [0.411, 4.253, 0.367], [-1.193, 5.397, -0.418], [-0.628, 1.814, 2.417], [-0.120, 3.440, 2.776], [1.132, 4.123, -0.434], [0.840, 4.832, 1.179], [-4.800, -0.875, 1.212], [-3.911, 0.357, 1.375], [-4.363, 1.479, 0.443], [-3.937, 0.838, 2.822], [-2.485, 0.063, 1.099], [-2.180, -0.421, -0.213], [-5.840, -0.631, 1.430], [-4.500, -1.673, 1.894], [-4.778, -1.265, 0.192], [-5.312, 1.889, 0.789], [-4.522, 1.129, -0.578], [-3.630, 2.288, 0.425], [-4.959, 1.028, 3.148], [-3.364, 1.759, 2.930], [-3.511, 0.089, 3.492], [-2.171, -0.664, 1.735], [-2.457, 0.289, -0.887], [-2.707, -1.261, -0.445], [-1.111, -5.789, -2.941], [-1.394, -4.542, -3.331], [-2.232, -4.388, -4.441], [-2.548, -3.132, -4.904], [-2.036, -1.996, -4.274], [-1.220, -2.157, -3.173], [-0.884, -3.414, -2.666], [-0.016, -3.608, -1.460], [0.322, -4.740, -1.114], [0.318, -2.545, -0.805], [-0.484, -5.700, -2.175], [-2.610, -5.280, -4.922], [-3.190, -3.031, -5.770], [-2.259, -1.004, -4.644], [-0.823, -1.245, -2.730]], "lowdin_spin": [1.00, 0.00, 0.00, 0.00, 0.00, 0.00, 0.00, 0.00, 0.00, 0.00, 0.00, 0.00, 0.00, 0.00, 0.00, 0.00, 0.00, 0.00, 0.00, 0.00, 0.00, 0.00, 0.00, 0.00, 0.00, 0.00, 0.00, 0.00, 0.00, 0.00, 0.00, 0.00, 0.00, 0.00, 0.00, 0.00, 0.00, 0.00, 0.00, 0.00, 0.00, 0.00, 0.00, 0.00, 0.00, 0.00, 0.00, 0.00, 0.00, 0.00, 0.00, 0.00, 0.00, 0.00, 0.00, 0.00, 0.00, 0.00, 0.00, 0.00, 0.00, 0.00, 0.00, 0.00, 0.00, 0.00, 0.00, 0.00, 0.00, 0.00, 0.00, 0.00]}


# 3
{"formula": "C2H4FN2P", "method": "wB97M-V/def2-TZVPD", "homo_energy_ev": -10.1838, "orbital_gap_ev": 10.2, "relative_energy_ev": 0.921, "smiles": "[H]/N=C/C/N=P\\F", "charge": 0, "e_lumo_ev": 0.00, "energy_ha": -629.31669, "symbols": ["H", "N", "C", "C", "N", "P", "F", "H", "H", "H"], "coordinates": [[-2.049, 1.418, 1.326], [-1.155, 1.301, 0.810], [-1.046, 0.115, 0.331], [0.042, -0.455, -0.630], [1.045, 0.475, -1.026], [2.343, 0.729, -0.322], [2.349, -0.575, 0.734], [-1.675, -0.804, 0.442], [0.501, -1.328, -0.062], [-0.356, -0.875, -1.603]], "nbo_charge": [0.35, -0.62, 0.15, -0.32, -0.93, 1.40, -0.62, 0.15, 0.22, 0.23]}


# 4
{"formula": "C25H30BFN7O3S2Tl", "method": "wB97M-V/def2-TZVPD", "homo_energy_ev": -4.9376, "orbital_gap_ev": 2.6, "charge": 0, "e_lumo_ev": -2.32, "energy_ha": -2673.17129, "symbols": ["Tl", "F", "C", "C", "C", "C", "O", "C", "C", "N", "C", "C", "C", "C", "C", "C", "N", "C", "C", "N", "C", "C", "C", "O", "O", "H", "H", "H", "H", "H", "H", "H", "H", "H", "H", "H", "H", "H", "H", "H", "H", "H", "H", "C", "N", "C", "C", "N", "B", "N", "C", "C", "N", "C", "C", "S", "C", "S", "H", "H", "H", "H", "H", "H", "H", "H", "H", "H", "H", "H"], "coordinates": [[-10.527, 12.205, 8.201], [-8.570, 19.023, 7.564], [-9.901, 18.641, 7.461], [-10.082, 17.245, 7.357], [-11.384, 16.711, 7.252], [-11.587, 15.284, 7.325], [-10.554, 14.624, 7.660], [-12.926, 14.793, 7.159], [-13.952, 15.729, 7.186], [-13.748, 17.119, 7.245], [-14.927, 17.954, 7.490], [-16.272, 17.476, 6.926], [-15.603, 18.628, 6.289], [-12.440, 17.628, 7.213], [-12.247, 19.004, 7.252], [-10.969, 19.567, 7.262], [-10.802, 20.956, 7.207], [-11.429, 21.696, 6.153], [-11.710, 23.123, 6.644], [-10.470, 23.755, 7.137], [-9.944, 22.961, 8.307], [-9.684, 21.537, 7.885], [-13.290, 13.310, 6.859], [-14.475, 12.995, 6.708], [-12.305, 12.495, 6.741], [-9.194, 16.584, 7.376], [-15.011, 15.435, 7.268], [-15.045, 18.478, 8.426], [-17.174, 17.697, 7.465], [-16.142, 16.526, 6.425], [-16.000, 19.535, 6.624], [-15.073, 18.368, 5.341], [-13.156, 19.661, 7.242], [-12.398, 21.291, 5.861], [-10.802, 21.740, 5.195], [-12.467, 23.054, 7.468], [-12.125, 23.707, 5.789], [-10.688, 24.731, 7.455], [-9.771, 23.849, 6.394], [-10.714, 23.004, 9.087], [-9.050, 23.506, 8.635], [-9.440, 20.912, 8.786], [-8.739, 21.490, 7.313], [-6.298, 12.684, 9.960], [-6.412, 11.486, 9.195], [-5.915, 10.289, 9.570], [-6.129, 9.433, 8.536], [-6.779, 10.058, 7.516], [-7.019, 9.470, 6.139], [-8.506, 9.788, 5.671], [-8.826, 10.419, 4.509], [-10.153, 10.543, 4.351], [-10.689, 9.941, 5.471], [-12.100, 9.641, 5.680], [-9.669, 9.424, 6.275], [-9.820, 8.618, 7.758], [-6.961, 11.430, 7.903], [-7.564, 12.767, 7.165], [-6.700, 12.554, 10.981], [-6.861, 13.465, 9.459], [-5.256, 12.948, 10.052], [-5.554, 10.142, 10.563], [-5.785, 8.357, 8.455], [-6.832, 8.293, 6.162], [-6.301, 10.019, 5.283], [-8.113, 10.774, 3.815], [-10.776, 10.937, 3.553], [-12.511, 9.164, 4.787], [-12.706, 10.539, 5.958], [-12.213, 8.969, 6.533]], "nbo_charge": [0.83, -0.34, 0.31, -0.16, -0.19, 0.57, -0.67, -0.30, 0.12, -0.40, -0.07, -0.41, -0.44, 0.27, -0.29, 0.10, -0.46, -0.22, -0.25, -0.50, -0.22, -0.25, 0.78, -0.69, -0.85, 0.29, 0.25, 0.21, 0.23, 0.24, 0.22, 0.24, 0.22, 0.25, 0.19, 0.24, 0.24, 0.44, 0.44, 0.23, 0.24, 0.27, 0.20, -0.41, -0.37, -0.12, -0.02, -0.51, 0.21, -0.52, -0.04, -0.11, -0.39, -0.44, 0.26, -0.39, 0.23, -0.35, 0.19, 0.25, 0.19, 0.21, 0.23, -0.05, -0.07, 0.21, 0.21, 0.19, 0.25, 0.24]}


# 5
{"formula": "C32H32NO6P2Ru", "method": "wB97M-V/def2-TZVPD", "homo_energy_ev": [-11.1914, -12.0813], "orbital_gap_ev": [4.3, 5.0], "relative_energy_ev": 0.357, "spin_multiplicity": 5, "s_squared": 6.0213, "charge": 1, "e_lumo_ev": [-6.87, -7.04], "energy_ha": -2522.20729, "symbols": ["Ru", "O", "C", "C", "C", "N", "C", "C", "C", "O", "O", "C", "O", "O", "H", "H", "H", "O", "C", "C", "C", "C", "C", "C", "C", "P", "C", "C", "C", "C", "C", "C", "C", "C", "C", "C", "C", "C", "H", "H", "H", "H", "H", "H", "H", "H", "H", "H", "H", "H", "H", "H", "C", "C", "P", "C", "C", "C", "C", "H", "H", "H", "H", "H", "H", "H", "H", "H", "H", "H", "H", "H", "H", "H"], "coordinates": [[-0.680, 0.436, 0.291], [1.456, 6.062, -1.390], [0.964, 4.839, -1.154], [-0.400, 4.570, -1.034], [-0.780, 3.278, -0.767], [0.103, 2.293, -0.609], [1.408, 2.543, -0.762], [1.884, 3.797, -1.036], [2.275, 1.329, -0.653], [3.432, 1.359, -1.008], [1.638, 0.286, -0.186], [-2.209, 2.834, -0.657], [-3.113, 3.625, -0.756], [-2.322, 1.539, -0.466], [0.742, 6.709, -1.478], [-1.169, 5.323, -1.160], [2.945, 3.958, -1.170], [-2.919, -0.438, 1.307], [-2.240, -0.890, 0.436], [-2.434, -2.079, -0.400], [-3.622, -2.810, -0.337], [-3.752, -3.922, -1.146], [-2.706, -4.291, -1.992], [-1.529, -3.558, -2.039], [-1.389, -2.434, -1.236], [0.078, -1.344, -1.118], [1.434, -2.466, -0.747], [1.863, -3.360, -1.725], [2.861, -4.278, -1.426], [3.431, -4.299, -0.162], [3.015, -3.394, 0.807], [2.021, -2.475, 0.515], [0.271, -0.654, -2.770], [1.539, -0.408, -3.296], [1.655, 0.181, -4.547], [0.516, 0.531, -5.261], [-0.747, 0.304, -4.727], [-0.873, -0.286, -3.480], [-4.415, -2.496, 0.328], [-4.664, -4.504, -1.125], [-2.812, -5.164, -2.623], [-0.732, -3.866, -2.705], [1.444, -3.330, -2.724], [3.199, -4.968, -2.188], [4.213, -5.012, 0.065], [3.479, -3.394, 1.785], [1.725, -1.741, 1.252], [2.427, -0.657, -2.727], [2.638, 0.375, -4.957], [0.612, 0.988, -6.238], [-1.632, 0.591, -5.280], [-1.859, -0.449, -3.059], [-1.903, 2.842, 4.374], [-1.745, 2.388, 2.922], [-0.528, 1.057, 2.672], [1.042, 1.715, 3.317], [2.277, 0.865, 3.007], [-1.037, -0.283, 3.803], [-0.448, -1.660, 3.491], [-2.665, 3.618, 4.429], [-0.979, 3.259, 4.776], [-2.222, 2.024, 5.022], [-1.428, 3.218, 2.286], [-2.690, 2.029, 2.511], [0.910, 1.823, 4.395], [1.143, 2.721, 2.902], [2.233, -0.100, 3.517], [3.176, 1.372, 3.355], [2.384, 0.673, 1.943], [-2.126, -0.316, 3.754], [-0.764, 0.032, 4.811], [-0.574, -1.932, 2.443], [-0.943, -2.426, 4.087], [0.619, -1.704, 3.716]], "lowdin_spin": [2.73, 0.00, 0.00, 0.00, 0.01, 0.10, 0.01, 0.00, 0.01, 0.02, 0.18, 0.02, 0.03, 0.18, 0.00, 0.00, 0.00, 0.22, 0.05, 0.01, 0.00, 0.00, 0.00, 0.00, 0.01, 0.09, 0.01, 0.00, 0.00, 0.00, 0.00, 0.00, 0.02, 0.01, 0.00, 0.01, 0.00, 0.01, 0.00, 0.00, 0.00, 0.00, 0.00, 0.00, 0.00, 0.00, 0.00, 0.00, 0.00, 0.00, 0.00, 0.00, 0.01, 0.02, 0.13, 0.02, 0.00, 0.02, 0.01, 0.00, 0.00, 0.00, 0.00, 0.00, 0.00, 0.00, 0.00, 0.00, 0.00, 0.00, 0.00, 0.01, 0.00, 0.00]}


# 6
{"formula": "C14H22FNO", "method": "wB97M-V/def2-TZVPD", "homo_energy_ev": -8.5437, "orbital_gap_ev": 9.4, "relative_energy_ev": 0.119, "smiles": "CC(C)(C)NCCCCOc1ccccc1F", "charge": 0, "e_lumo_ev": 0.81, "energy_ha": -776.50824, "symbols": ["C", "C", "C", "C", "N", "C", "C", "C", "C", "O", "C", "C", "C", "C", "C", "C", "F", "H", "H", "H", "H", "H", "H", "H", "H", "H", "H", "H", "H", "H", "H", "H", "H", "H", "H", "H", "H", "H", "H"], "coordinates": [[-4.194, -0.789, 1.550], [-3.726, -0.808, 0.091], [-3.429, -2.256, -0.314], [-4.832, -0.246, -0.819], [-2.462, -0.087, -0.020], [-2.465, 1.346, 0.196], [-1.034, 1.865, 0.349], [-0.247, 1.841, -0.960], [1.174, 2.374, -0.763], [1.918, 1.616, 0.168], [2.355, 0.378, -0.167], [2.331, -0.195, -1.435], [2.837, -1.468, -1.646], [3.376, -2.200, -0.606], [3.415, -1.650, 0.665], [2.911, -0.385, 0.869], [2.952, 0.144, 2.111], [-3.367, -1.061, 2.200], [-5.004, -1.500, 1.691], [-4.555, 0.195, 1.838], [-4.307, -2.881, -0.176], [-2.618, -2.647, 0.294], [-3.132, -2.309, -1.360], [-4.495, -0.215, -1.854], [-5.717, -0.874, -0.764], [-5.109, 0.761, -0.515], [-2.047, -0.291, -0.923], [-3.002, 1.547, 1.124], [-2.964, 1.908, -0.614], [-0.518, 1.252, 1.088], [-1.071, 2.891, 0.722], [-0.196, 0.818, -1.334], [-0.745, 2.460, -1.710], [1.703, 2.439, -1.722], [1.138, 3.374, -0.321], [1.925, 0.350, -2.272], [2.805, -1.886, -2.641], [3.766, -3.191, -0.777], [3.829, -2.190, 1.502]], "nbo_charge": [-0.62, 0.12, -0.60, -0.63, -0.64, -0.21, -0.40, -0.43, -0.06, -0.48, 0.24, -0.28, -0.21, -0.23, -0.27, 0.36, -0.32, 0.22, 0.21, 0.20, 0.21, 0.22, 0.20, 0.20, 0.21, 0.21, 0.35, 0.20, 0.16, 0.22, 0.20, 0.20, 0.21, 0.17, 0.20, 0.22, 0.21, 0.22, 0.23]}


Largest force on an atom (computed, eV/Å): 4.93 0.70 2.02 4.41 0.63 0.59